No. 1
{
  "formula": "C5H33NO14",
  "method": "ωB97M-V/def2-TZVPD",
  "spin_multiplicity": 1,
  "relative_energy_kcal_mol": 73.5,
  "charge": 0,
  "symbols": ["O", "C", "C", "C", "C", "C", "O", "N", "H", "H", "H", "H", "H", "H", "H", "H", "H", "H", "H", "O", "H", "H", "O", "H", "H", "O", "H", "H", "O", "H", "H", "O", "H", "H", "O", "H", "H", "O", "H", "H", "O", "H", "H", "O", "H", "H", "O", "H", "H", "O", "H", "H", "O"],
  "xyz": [[-3.59, 0.65, 2.51], [-2.51, 1.17, 2.68], [-1.22, 0.68, 2.01], [-1.57, -0.27, 0.84], [-1.02, -1.64, 1.16], [-1.84, -2.28, 2.24], [-1.46, -2.42, 3.38], [-0.56, 2.00, 1.78], [-2.44, 2.11, 3.25], [-0.63, 0.21, 2.79], [-2.63, -0.15, 0.72], [-1.04, 0.14, -0.02], [-1.08, -2.27, 0.26], [0.05, -1.77, 1.35], [-2.83, -2.72, 2.01], [0.46, 1.90, 1.72], [-0.79, 2.23, 0.81], [1.89, -4.19, -0.96], [1.16, -3.29, -2.01], [1.66, -3.28, -1.19], [3.36, 0.53, 3.60], [2.04, 0.39, 4.34], [2.55, 1.02, 3.77], [-3.00, -2.51, -2.99], [-1.53, -2.97, -2.77], [-2.30, -2.56, -2.34], [-1.00, 5.07, -2.05], [0.13, 4.51, -1.30], [-0.65, 4.21, -1.78], [2.85, -1.68, 0.70], [3.67, -1.44, -0.60], [3.49, -1.10, 0.29], [-0.23, 2.70, -2.71], [-0.94, 1.38, -2.22], [-0.30, 1.73, -2.84], [-4.07, 0.25, -1.89], [-2.89, -0.78, -1.63], [-3.23, 0.11, -1.46], [2.85, 0.73, 0.16], [1.35, 0.53, -0.44], [1.99, 1.11, -0.04], [0.79, -1.70, -3.20], [0.42, -2.16, -4.66], [0.38, -2.39, -3.73], [1.30, 0.81, -3.01], [2.67, 0.03, -3.21], [1.73, -0.06, -3.04], [3.34, 3.44, -1.07], [2.21, 2.47, -1.19], [2.60, 3.24, -1.67], [0.10, -1.33, 4.33], [-0.20, 0.12, 4.75], [0.53, -0.49, 4.57]]
}

=====

No. 2
{
  "formula": "C5H34N2O10",
  "method": "ωB97M-V/def2-TZVPD",
  "smiles": "CNCC[C@H](C)N.O.O.O.O.O.O.O.O.O.O",
  "spin_multiplicity": 1,
  "relative_energy_kcal_mol": 65.0,
  "charge": 0,
  "symbols": ["C", "C", "C", "C", "C", "N", "N", "H", "H", "H", "H", "H", "H", "H", "H", "H", "H", "H", "H", "H", "H", "H", "H", "O", "H", "H", "O", "H", "H", "O", "H", "H", "O", "H", "H", "O", "H", "H", "O", "H", "H", "O", "H", "H", "O", "H", "H", "O", "H", "H", "O"],
  "xyz": [[-1.58, 1.61, -3.35], [-0.87, 1.33, -2.00], [-1.07, -0.17, -1.65], [-2.29, -0.33, -0.69], [-1.71, -2.12, 0.78], [-1.77, -0.66, 0.64], [0.59, 1.48, -2.15], [-2.50, 2.19, -3.36], [-1.88, 0.66, -3.79], [-0.87, 2.05, -4.06], [-1.20, 1.95, -1.18], [-1.28, -0.79, -2.54], [-0.19, -0.70, -1.29], [-2.73, 0.65, -0.55], [-3.14, -0.94, -0.99], [-2.65, -2.57, 0.51], [-0.85, -2.53, 0.23], [-1.53, -2.33, 1.83], [-1.01, -0.16, 1.06], [0.96, 1.06, -3.00], [0.78, 2.46, -2.38], [2.82, -2.23, 1.80], [3.85, -2.10, 0.66], [3.47, -2.73, 1.28], [1.68, -1.52, -2.51], [2.20, -2.23, -1.35], [2.25, -1.37, -1.75], [-0.80, 0.52, 3.73], [-1.81, -0.62, 3.40], [-1.44, -0.10, 4.11], [2.18, -3.86, 0.10], [1.03, -4.48, -0.67], [1.45, -3.64, -0.51], [1.69, 0.27, 0.12], [1.91, 1.21, 1.33], [1.56, 0.36, 1.08], [1.32, 3.07, 2.79], [-0.08, 3.23, 2.36], [0.44, 3.07, 3.16], [0.67, 2.15, -0.21], [0.28, 3.50, 0.28], [0.90, 2.78, 0.47], [-3.96, 1.53, 1.90], [-4.12, 0.93, 0.56], [-4.05, 1.79, 0.98], [0.73, -1.90, 3.62], [1.09, -0.92, 2.57], [1.26, -1.84, 2.83], [3.39, 1.69, -1.78], [3.18, 0.27, -1.33], [3.70, 1.06, -1.13]]
}

=====

No. 3
{
  "formula": "C5H34N2O10S",
  "method": "ωB97M-V/def2-TZVPD",
  "smiles": "CCNC[C@@H](N)CS.O.O.O.O.O.O.O.O.O.O",
  "spin_multiplicity": 1,
  "relative_energy_kcal_mol": 0.0,
  "charge": 0,
  "symbols": ["N", "C", "C", "S", "C", "N", "C", "C", "H", "H", "H", "H", "H", "H", "H", "H", "H", "H", "H", "H", "H", "H", "H", "H", "O", "H", "H", "O", "H", "H", "O", "H", "H", "O", "H", "H", "O", "H", "H", "O", "H", "H", "O", "H", "H", "O", "H", "H", "O", "H", "H", "O"],
  "xyz": [[-1.47, -1.71, 1.67], [-0.29, -1.06, 1.09], [0.82, -2.07, 0.83], [0.39, -3.50, -0.23], [-0.71, -0.37, -0.20], [0.41, 0.37, -0.82], [-0.04, 1.53, -1.61], [1.08, 2.01, -2.52], [-2.22, -1.06, 1.92], [-3.36, -2.46, -1.49], [-1.22, -2.26, 2.49], [0.12, -0.32, 1.79], [1.64, -1.56, 0.34], [1.22, -2.43, 1.77], [-1.59, 0.25, -0.01], [-1.04, -1.14, -0.90], [1.02, 0.69, -0.09], [-0.35, 2.34, -0.94], [-0.90, 1.24, -2.22], [1.40, 1.22, -3.20], [0.75, 2.85, -3.13], [1.95, 2.35, -1.96], [2.30, 1.67, 2.05], [2.40, 3.19, 1.67], [1.78, 2.46, 1.73], [-0.92, 2.91, 3.34], [0.09, 2.91, 2.19], [-0.83, 3.22, 2.42], [2.69, -0.85, -2.46], [2.72, 0.40, -1.64], [3.34, -0.28, -1.97], [-4.53, 0.01, 1.96], [-3.47, 1.08, 1.72], [-3.67, 0.29, 2.26], [-0.92, -3.55, -0.01], [-2.88, -2.62, -0.02], [-3.14, -3.13, -0.80], [-3.59, 3.32, 0.88], [-2.20, 2.83, 1.40], [-3.00, 2.56, 0.87], [0.99, -2.46, -2.51], [0.73, -0.98, -2.17], [1.08, -1.56, -2.87], [-3.47, -0.25, -2.29], [-2.83, -1.16, -3.34], [-3.55, -1.10, -2.71], [4.03, -0.72, -0.49], [4.54, -1.94, 0.34], [4.44, -0.98, 0.37], [3.54, -0.09, 3.29], [3.60, -0.23, 1.72], [3.13, 0.19, 2.49]]
}

=====

No. 4
{
  "formula": "C5H34N2O10S",
  "method": "ωB97M-V/def2-TZVPD",
  "smiles": "C[C@H](CCS)NCN.O.O.O.O.O.O.O.O.O.O",
  "spin_multiplicity": 1,
  "relative_energy_kcal_mol": 57.4,
  "charge": 0,
  "symbols": ["C", "C", "C", "C", "S", "N", "C", "N", "H", "H", "H", "H", "H", "H", "H", "H", "H", "H", "H", "H", "H", "H", "H", "H", "O", "H", "H", "O", "H", "H", "O", "H", "H", "O", "H", "H", "O", "H", "H", "O", "H", "H", "O", "H", "H", "O", "H", "H", "O", "H", "H", "O"],
  "xyz": [[2.76, 1.89, -2.06], [2.03, 0.95, -1.14], [2.61, -0.45, -1.45], [2.23, -1.62, -0.59], [2.83, -3.22, -1.20], [0.53, 0.91, -1.21], [-0.06, 1.45, 0.09], [-0.61, 0.34, 0.89], [3.00, 1.46, -3.04], [3.76, 2.13, -1.68], [2.38, 2.91, -2.26], [2.21, 1.16, -0.08], [2.35, -0.61, -2.52], [3.69, -0.33, -1.37], [1.15, -1.60, -0.59], [2.57, -1.43, 0.43], [2.61, -3.92, -0.09], [0.23, 1.46, -2.01], [0.65, 2.02, 0.69], [-0.84, 2.11, -0.29], [-1.47, 0.02, 0.46], [0.11, -0.36, 0.71], [-1.27, 3.00, 3.15], [-1.03, 1.71, 2.48], [-0.55, 2.50, 2.78], [-3.63, 2.46, -2.44], [-2.38, 2.30, -1.59], [-3.34, 2.15, -1.57], [-3.25, -2.22, 0.11], [-3.53, -2.93, 1.36], [-2.92, -2.99, 0.63], [-3.48, -0.95, -1.48], [-3.96, 0.32, -0.85], [-3.82, -0.62, -0.64], [-0.62, -0.72, -1.49], [-0.71, -2.22, -1.16], [-1.22, -1.50, -1.54], [-0.36, 3.84, 0.40], [-0.59, 5.09, -0.42], [-1.06, 4.30, -0.09], [-1.64, 1.60, -4.06], [-1.40, 0.21, -3.84], [-1.86, 0.94, -3.40], [-1.20, -1.81, 3.46], [-0.20, -1.11, 4.24], [-0.83, -1.84, 4.34], [1.99, -0.81, 2.88], [1.94, -2.31, 3.12], [1.53, -1.63, 2.58], [1.39, 1.77, 3.83], [0.76, 0.41, 3.42], [1.58, 0.85, 3.68]]
}

=====

No. 5
{
  "formula": "C5H34NO12",
  "method": "ωB97M-V/def2-TZVPD",
  "spin_multiplicity": 1,
  "relative_energy_kcal_mol": 66.9,
  "charge": 1,
  "symbols": ["C", "O", "C", "C", "C", "C", "O", "N", "H", "H", "H", "H", "H", "H", "H", "H", "H", "H", "H", "H", "H", "H", "H", "H", "O", "H", "H", "O", "H", "H", "O", "H", "H", "O", "H", "H", "O", "H", "H", "O", "H", "H", "O", "H", "H", "O", "H", "H", "O", "H", "H", "O"],
  "xyz": [[-0.79, -1.41, -2.01], [-1.77, -1.33, -0.99], [0.34, -0.42, -1.82], [-0.17, 1.04, -1.76], [0.78, 2.01, -2.41], [1.02, 1.73, -3.87], [2.35, 1.24, -4.15], [0.92, -0.73, -0.41], [-1.24, -1.20, -2.99], [-0.42, -2.45, -1.94], [-2.58, -0.99, -1.44], [1.17, -0.67, -2.48], [-0.55, 1.38, -0.77], [-1.16, 1.05, -2.21], [0.60, 3.11, -2.33], [1.73, 1.98, -1.87], [0.97, 2.61, -4.52], [0.45, 0.86, -4.22], [-4.12, 2.07, 3.13], [1.15, -1.73, -0.44], [0.15, -0.53, 0.23], [1.84, -0.34, -0.21], [3.13, -0.11, -2.28], [3.94, 0.00, -0.95], [3.21, 0.39, -1.45], [-4.18, -0.08, -3.10], [-3.85, -1.68, -2.67], [-3.86, -0.75, -2.48], [0.02, 3.04, 1.38], [-0.32, 2.70, 2.88], [-0.60, 2.60, 1.96], [3.01, 1.78, -3.70], [-3.15, 1.29, 2.24], [-4.00, 1.21, 2.71], [2.25, 2.02, 3.83], [2.54, 3.47, 3.63], [1.78, 2.86, 3.63], [-3.28, -3.17, 1.37], [-3.31, -2.55, 2.80], [-3.02, -3.31, 2.29], [2.68, -0.28, 3.35], [1.78, 0.51, 4.41], [2.67, 0.24, 4.15], [-2.74, 0.09, 4.46], [-2.23, -0.81, 5.53], [-2.55, -0.85, 4.62], [4.34, -3.40, -1.54], [3.38, -3.90, -2.48], [3.58, -3.06, -2.03], [-0.47, -2.43, 1.95], [-1.10, -1.58, 2.75], [-0.30, -1.50, 2.20]]
}